1.
ORCA calculation (the ωB97M-V functional and the def2-TZVPD basis) on a cluster of 8 separate species, C8H32O12 in total at a distorted geometry.

As for the SMILES: OCCO.OCCO.OCCO.OCCO.O.O.O.O. As for the net charge: 0. The calculation puts the relative energy (zero: lowest compared OMol25 entry of this formula, charge and spin) at 19.5 kcal/mol. Its HOMO energy is -9.381 eV. The electronic energy is -1226.8085 Ha.

Positions of all 52 atoms, in Å:
O 1.661 2.277 -1.045
C 2.881 2.367 -0.396
C 2.610 1.579 0.930
O 1.765 2.324 1.763
H 1.621 1.395 -1.422
H 3.647 1.829 -0.955
H 3.193 3.387 -0.170
H 3.575 1.539 1.434
H 2.350 0.539 0.733
H 1.188 2.892 1.247
O -2.428 2.103 -0.243
C -2.384 2.686 1.066
C -2.049 4.228 1.066
O -0.774 4.395 0.620
H -2.027 1.231 -0.262
H -3.244 2.445 1.690
H -1.555 2.260 1.632
H -2.130 4.587 2.092
H -2.793 4.842 0.559
H -0.830 4.342 -0.337
O 1.404 -0.751 -1.428
C 1.613 -1.539 -2.579
C 1.720 -0.826 -3.896
O 2.834 0.073 -3.822
H 1.726 -1.320 -0.725
H 2.476 -2.197 -2.480
H 0.838 -2.291 -2.725
H 0.802 -0.264 -4.070
H 1.819 -1.560 -4.695
H 2.656 0.935 -4.205
O -1.045 -3.143 1.712
C 0.116 -3.182 2.475
C 0.974 -1.963 2.027
O 1.682 -2.284 0.852
H -1.448 -2.274 1.779
H -0.160 -3.036 3.520
H 0.699 -4.102 2.423
H 1.550 -1.646 2.896
H 0.391 -1.058 1.855
H 2.387 -2.918 1.006
O -2.663 -0.841 2.178
H -3.015 -0.460 2.983
H -3.377 -0.766 1.545
O -4.453 -0.406 -0.142
H -4.923 0.392 -0.384
H -3.579 -0.293 -0.515
O -1.281 -0.391 -0.821
H -0.476 -0.496 -1.328
H -1.471 -1.267 -0.486
O -0.724 -4.226 -1.295
H -0.913 -5.162 -1.241
H -0.437 -3.987 -0.414

---

2.
ORCA calculation (the ωB97M-V functional and the def2-TZVPD basis) on a structure of composition C2H2N2O3 at a distorted geometry.

As for the net charge: 0. The calculation puts the relative energy (zero: lowest compared OMol25 entry of this formula, charge and spin) at 144.6 kcal/mol. Its HOMO energy (alpha / beta) is -9.896 / -9.898 eV. The electronic energy is -412.4205 Ha.

Positions of all 9 atoms, in Å:
C -1.131 -1.469 0.029
C -0.488 0.001 0.152
N -1.449 -2.574 0.130
N 0.572 0.185 -0.534
O 1.211 -0.788 -1.207
O 0.989 1.541 -0.691
O -1.154 0.844 0.953
H 2.197 1.191 -0.635
H -0.746 1.068 1.802

---

3.
ORCA calculation (the ωB97M-V functional and the def2-TZVPD basis) on a structure of composition C21H12CeCl3N4OS2 at a distorted geometry.

As for the net charge: +1. The calculation puts the relative energy (zero: lowest compared OMol25 entry of this formula, charge and spin) at 4.7 kcal/mol. Its HOMO energy (alpha / beta) is -10.415 / -10.534 eV. The electronic energy is -3753.5215 Ha.

Positions of all 44 atoms, in Å:
Ce 0.717 0.499 1.371
Cl -1.307 -6.860 -0.893
C -0.696 -5.263 -0.468
C 0.429 -5.232 0.338
C 0.974 -4.093 0.932
C 0.408 -2.848 0.621
O 0.913 -1.721 1.101
C -0.730 -2.806 -0.265
C -1.435 -1.630 -0.602
N -0.916 -0.361 -0.516
C -1.400 0.528 -1.398
C -2.184 0.154 -2.559
C -2.717 1.082 -3.412
C -2.668 2.489 -3.048
C -1.935 2.889 -1.937
C -1.816 4.271 -1.469
C -0.828 4.646 -0.568
C -0.040 3.672 0.015
N -0.272 2.345 -0.221
C -1.140 1.954 -1.179
C -1.278 -4.067 -0.828
H 0.904 -6.190 0.492
H 1.931 -4.018 1.470
H -2.343 -1.836 -1.193
H -2.345 -0.916 -2.706
H -3.282 0.836 -4.252
H -3.290 3.145 -3.634
H -2.476 5.061 -1.895
H -0.625 5.744 -0.358
H 0.671 3.937 0.729
H -2.090 -4.118 -1.514
S 3.100 0.955 2.695
C 3.832 0.629 1.209
S 3.014 0.959 -0.291
C 5.182 0.057 1.177
C 5.857 0.027 -0.059
N 6.530 -0.042 -1.040
C 5.762 -0.541 2.286
N 6.227 -1.067 3.228
Cl -0.242 2.369 3.841
C -1.805 1.554 3.892
Cl -2.181 0.799 2.285
H -2.564 2.306 4.062
H -1.844 0.702 4.562

---

4.
ORCA calculation (the ωB97M-V functional and the def2-TZVPD basis) on an isolated molecule of C2H7NSi at a distorted geometry.

As for the net charge: 0. Its multiplicity is 3. The calculation puts the relative energy (zero: lowest compared OMol25 entry of this formula, charge and spin) at 86.7 kcal/mol. Its HOMO energy (alpha / beta) is -3.366 / -10.571 eV. The electronic energy is -424.3424 Ha.

Positions of all 11 atoms, in Å:
C -0.258 -0.216 1.332
C 0.133 1.144 0.877
N 0.428 -0.077 0.051
Si 0.119 -0.679 -1.493
H 0.401 -0.743 2.054
H -1.333 -0.670 1.203
H -0.691 1.954 0.770
H 1.063 1.715 1.136
H 0.406 0.585 -2.471
H -1.285 -0.982 -1.939
H 1.017 -2.032 -1.520

---

5.
ORCA calculation (the ωB97M-V functional and the def2-TZVPD basis) on a cluster of 2 separate species, C6H16NO in total at a distorted geometry.

As for the net charge: +1. The calculation puts the relative energy (zero: lowest compared OMol25 entry of this formula, charge and spin) at 52.8 kcal/mol. Its HOMO energy is -12.996 eV. The electronic energy is -367.8983 Ha.

Positions of all 24 atoms, in Å:
C 1.538 -0.575 1.428
C 0.355 0.351 1.115
C -0.691 0.020 0.000
C -0.904 -1.198 -0.555
C -1.588 1.138 -0.399
C -2.473 1.518 0.776
N 2.094 -1.043 0.124
H 1.333 -1.395 2.108
H 2.275 -0.022 2.066
H 0.778 1.350 0.871
H -0.155 0.729 2.039
H -1.922 -1.158 -1.100
H -0.361 -2.119 -0.483
H -0.930 2.035 -0.592
H -1.945 0.866 -1.432
H -3.209 2.318 0.537
H -3.244 0.770 1.044
H -2.103 1.930 1.708
H 2.163 -0.287 -0.609
H 1.354 -1.600 -0.306
H 2.959 -1.556 0.236
H 0.245 0.214 -2.247
H 1.630 -0.199 -2.809
O 1.081 -0.239 -2.011

---

6.
ORCA calculation (the ωB97M-V functional and the def2-TZVPD basis) on a structure of composition C32H42F5N5O7SSi3TeTi.

As for the net charge: -2. Its multiplicity is 3. The calculation puts the relative energy (zero: lowest compared OMol25 entry of this formula, charge and spin) at 15.9 kcal/mol. Its HOMO energy (alpha / beta) is -0.165 / -2.631 eV. The electronic energy is -4928.6905 Ha.

Positions of all 97 atoms, in Å:
Ti -0.158 -0.653 -0.086
F -4.996 0.744 5.739
C -4.361 0.154 4.707
C -3.815 0.907 3.687
F -3.926 2.248 3.720
C -3.166 0.287 2.634
F -2.697 1.087 1.661
C -3.005 -1.101 2.532
S -2.174 -1.917 1.255
C -3.589 -1.822 3.588
F -3.508 -3.161 3.609
C -4.248 -1.223 4.643
F -4.778 -1.971 5.630
O 2.803 -3.436 0.556
C 2.263 -2.416 0.140
O 1.130 -1.987 0.604
C 2.937 -1.616 -0.949
C 4.200 -2.075 -1.342
C 4.942 -1.324 -2.227
C 4.470 -0.145 -2.788
C 3.178 0.293 -2.472
C 2.418 -0.420 -1.475
O 1.316 0.126 -0.994
N 2.714 1.438 -3.106
O 1.477 1.722 -3.120
O 3.578 2.178 -3.704
N 6.274 -1.782 -2.590
O 6.927 -1.121 -3.389
O 6.702 -2.815 -2.081
H 4.581 -2.983 -0.905
H 5.054 0.438 -3.478
C -2.544 2.466 -1.099
C -2.298 1.312 -2.027
C -2.766 1.352 -3.328
C -2.528 0.256 -4.156
C -1.876 -0.851 -3.677
C -1.448 -0.856 -2.330
N -1.658 0.242 -1.548
N -0.794 -1.833 -1.679
Si -0.671 -3.490 -2.158
C 0.680 -3.726 -3.450
C -2.318 -4.089 -2.876
C -0.304 -4.568 -0.677
H -3.600 2.507 -0.822
H -2.282 3.408 -1.584
H -1.963 2.355 -0.188
H -3.271 2.236 -3.694
H -2.845 0.283 -5.193
H -1.652 -1.692 -4.316
H 0.489 -3.139 -4.352
H 0.773 -4.777 -3.739
H 1.639 -3.398 -3.041
H -2.513 -3.736 -3.889
H -3.140 -3.757 -2.236
H -2.328 -5.183 -2.894
H 0.705 -4.432 -0.288
H -0.424 -5.618 -0.966
H -1.003 -4.359 0.136
C 0.235 0.646 4.443
C 0.171 0.508 2.999
N 0.114 0.388 1.862
H -0.291 -0.193 4.897
H -0.235 1.580 4.747
H 1.276 0.638 4.763
C 2.355 6.887 1.254
Si 0.535 6.423 1.157
C -0.013 5.524 2.713
C -0.441 8.041 1.050
C 0.204 5.400 -0.368
Te 0.779 3.306 -0.362
C 2.897 3.609 -0.552
Si 3.998 2.912 0.805
C 3.969 1.050 0.895
C 3.508 3.568 2.514
C 5.758 3.484 0.440
H 2.534 7.580 2.081
H 2.671 7.378 0.329
H 2.989 6.014 1.401
H 0.355 6.023 3.613
H 0.353 4.496 2.706
H -1.105 5.484 2.771
H -0.252 8.678 1.918
H -1.515 7.845 1.006
H -0.169 8.604 0.154
H 0.643 5.852 -1.261
H -0.877 5.360 -0.546
H 3.032 4.693 -0.609
H 3.176 3.210 -1.531
H 2.952 0.656 0.937
H 4.499 0.711 1.791
H 4.459 0.599 0.030
H 2.420 3.618 2.612
H 3.919 4.558 2.723
H 3.884 2.886 3.282
H 6.087 3.084 -0.522
H 6.455 3.134 1.207
H 5.821 4.574 0.393

---

7.
ORCA calculation (the ωB97M-V functional and the def2-TZVPD basis) on a cluster of 2 separate species, C8H15ClSi in total at a distorted geometry.

As for the net charge: 0. The calculation puts the relative energy (zero: lowest compared OMol25 entry of this formula, charge and spin) at 99.7 kcal/mol. Its HOMO energy is -9.628 eV. The electronic energy is -1063.3030 Ha.

Positions of all 25 atoms, in Å:
C -1.916 2.198 -1.369
C -1.087 1.536 -0.813
C -1.119 -1.598 -0.912
C -2.440 -0.944 1.083
C 2.763 -0.317 1.396
C 1.814 1.767 -1.115
C -1.016 -1.096 0.537
C -0.048 0.106 0.628
Si 1.733 0.168 -0.094
Cl -0.089 0.899 2.227
H -2.604 2.836 -1.784
H -1.346 -0.699 -1.473
H -0.167 -1.830 -1.404
H -1.905 -2.305 -1.034
H -3.176 -1.551 0.624
H -2.779 -0.044 0.681
H -2.492 -0.893 2.142
H 2.287 -0.576 2.245
H 3.037 -1.298 1.089
H 3.685 0.163 1.641
H 1.141 1.633 -1.911
H 1.610 2.778 -0.669
H 2.747 1.750 -1.764
H -0.542 -1.858 1.126
H 1.910 -0.826 -1.074

---

8.
ORCA calculation (the ωB97M-V functional and the def2-TZVPD basis) on an isolated molecule of C3H4N2O2 at a distorted geometry.

As for the net charge: 0. The calculation puts the relative energy (zero: lowest compared OMol25 entry of this formula, charge and spin) at 239.8 kcal/mol. Its HOMO energy (alpha / beta) is -7.230 / -7.268 eV. The electronic energy is -376.3816 Ha.

Positions of all 11 atoms, in Å:
C 1.941 1.012 -0.203
C 0.134 -0.467 0.010
C -2.251 -0.407 0.426
N 0.701 0.591 0.263
N 2.659 -0.985 -1.203
O 2.792 0.129 -0.756
O -0.943 -1.031 0.118
H 2.367 2.036 -0.113
H -2.856 -0.941 -0.176
H -2.117 0.558 0.175
H -2.426 -0.494 1.459

---

9.
ORCA calculation (the ωB97M-V functional and the def2-TZVPD basis) on a structure of composition C11H16ClO2PRe at a distorted geometry.

As for the net charge: +2. Its multiplicity is 4. Its HOMO energy (alpha / beta) is -16.665 / -17.559 eV. The electronic energy is -1458.3529 Ha.

Positions of all 32 atoms, in Å:
Cl 3.395 0.332 3.036
C 0.161 1.862 -1.224
C -0.139 0.775 -2.129
C 0.962 -0.146 -2.081
H -0.997 0.692 -2.771
C 1.952 0.372 -1.180
C 1.450 1.604 -0.654
H 2.028 2.245 -0.011
H -0.416 2.762 -1.115
H 1.091 -1.045 -2.661
C 3.303 -0.219 -0.924
Re 0.062 0.020 -0.068
C -1.870 0.401 0.127
C 0.267 0.524 1.869
O -3.005 0.518 0.342
O 0.216 0.668 3.017
H 3.289 -1.304 -1.026
H 3.643 0.043 0.078
H 4.042 0.151 -1.645
C -1.176 -3.809 1.371
P -0.469 -2.320 0.555
C 1.283 -2.689 0.999
C -1.097 -2.753 -1.131
H -0.925 -3.843 2.442
H -0.724 -4.681 0.882
H -2.268 -3.868 1.245
H 1.462 -3.766 0.892
H 2.018 -2.111 0.438
H 1.413 -2.408 2.049
H -1.004 -3.833 -1.288
H -2.160 -2.497 -1.143
H -0.614 -2.206 -1.943

---

10.
ORCA calculation (the ωB97M-V functional and the def2-TZVPD basis) on a cluster of 9 separate species, C10H36F6O8P in total at a distorted geometry.

As for the net charge: -1. The calculation puts the relative energy (zero: lowest compared OMol25 entry of this formula, charge and spin) at 0.0 kcal/mol. Its HOMO energy is -6.925 eV. The electronic energy is -1945.2984 Ha.

Positions of all 61 atoms, in Å:
P 35.369 20.573 10.212
F 34.498 19.654 11.247
F 34.643 19.834 8.982
F 34.230 21.788 10.053
F 36.135 21.399 9.038
F 35.885 21.539 11.397
F 36.556 19.458 10.293
C 31.406 17.905 10.682
C 31.037 19.346 10.618
O 31.951 19.942 9.822
H 30.649 17.290 11.167
H 32.413 17.644 11.008
H 31.300 17.447 9.698
H 30.977 19.754 11.627
H 30.031 19.545 10.249
H 32.768 20.153 10.280
C 32.593 21.511 6.220
C 31.454 20.531 6.737
O 32.004 19.346 7.256
H 33.105 22.074 7.000
H 32.122 22.264 5.588
H 33.346 20.947 5.669
H 30.850 20.069 5.956
H 30.694 20.983 7.374
H 31.948 19.590 8.183
C 36.472 20.061 5.735
C 37.986 19.983 6.146
O 38.519 21.243 5.959
H 35.776 20.581 6.394
H 36.075 19.048 5.671
H 36.393 20.557 4.768
H 38.572 19.414 5.425
H 38.231 19.520 7.102
H 38.437 21.734 6.780
C 31.702 23.792 9.462
C 32.499 24.853 10.274
O 32.931 24.311 11.537
H 31.083 23.146 10.084
H 32.381 23.135 8.919
H 31.008 24.208 8.731
H 31.912 25.763 10.395
H 33.263 25.325 9.656
H 33.241 23.432 11.305
C 36.941 24.578 9.913
C 38.075 25.135 8.929
O 37.761 24.562 7.736
H 36.988 23.494 10.018
H 35.956 24.796 9.501
H 37.076 24.981 10.917
H 39.103 24.829 9.126
H 37.996 26.214 8.802
H 37.161 25.184 7.317
O 38.317 19.684 12.462
H 38.252 18.752 12.673
H 37.567 19.854 11.893
O 35.525 22.895 13.867
H 35.751 23.704 13.409
H 35.339 22.268 13.169
O 38.675 22.162 8.597
H 38.234 22.957 8.296
H 37.965 21.583 8.873

---

11.
ORCA calculation (the ωB97M-V functional and the def2-TZVPD basis) on a structure of composition C12H18As5F30O9Pt at a distorted geometry.

As for the net charge: -3. Its multiplicity is 3. Its HOMO energy (alpha / beta) is -5.429 / -5.316 eV. The electronic energy is -15439.5994 Ha.

Positions of all 75 atoms, in Å:
Pt 1.025 0.101 0.743
As -2.157 3.290 4.697
F -3.297 4.164 5.699
F -1.387 2.566 6.152
F -0.866 2.543 3.699
F -2.879 4.030 3.200
F -0.916 4.671 4.955
F -3.154 1.886 4.501
As 3.020 -4.945 2.171
F 3.282 -6.580 2.904
F 4.561 -4.287 2.804
F 2.434 -3.452 1.340
F 1.504 -5.713 1.671
F 2.095 -4.538 3.672
F 3.862 -5.452 0.648
As 6.219 -0.609 -1.160
F 7.174 0.700 -0.260
F 6.206 0.442 -2.586
F 5.267 -1.942 -1.936
F 6.501 -1.624 0.327
F 4.716 0.047 -0.464
F 7.809 -1.155 -1.675
As 4.203 1.208 4.844
F 5.200 2.012 3.574
F 3.333 2.799 4.877
F 3.228 0.587 6.239
F 5.141 -0.366 4.524
F 5.476 1.755 5.907
F 2.926 0.505 3.812
As 2.467 5.369 -0.041
F 2.048 3.711 0.343
F 2.620 4.950 -1.826
F 2.808 7.024 -0.318
F 2.261 5.786 1.687
F 4.137 4.922 0.227
F 0.666 5.695 -0.449
C 1.081 -1.210 -8.122
C 1.771 -0.858 -6.760
C 1.982 0.558 -6.280
O 1.410 0.525 -5.005
C 1.024 -0.712 -4.618
O 0.788 -1.025 -3.497
O 1.076 -1.474 -5.731
H 1.472 -0.727 -9.017
H 0.097 -0.767 -8.274
H 1.055 -2.299 -8.151
H 2.786 -1.255 -6.739
H 1.581 1.294 -6.976
H 3.031 0.838 -6.382
C -4.478 -6.157 4.392
C -3.542 -5.602 3.395
C -4.258 -5.452 2.121
O -3.500 -4.436 1.560
C -2.791 -3.811 2.490
O -1.938 -2.893 2.343
O -3.091 -4.371 3.690
H -4.630 -7.226 4.249
H -5.372 -5.577 4.621
H -3.962 -6.229 5.350
H -2.695 -6.257 3.189
H -5.328 -5.245 2.116
H -4.099 -6.306 1.463
C -6.384 4.618 -1.801
C -5.665 3.248 -2.312
C -4.662 3.478 -3.484
O -3.523 2.896 -3.010
C -3.593 2.533 -1.703
O -2.698 2.107 -0.981
O -4.896 2.731 -1.260
H -6.313 5.445 -2.507
H -5.756 4.929 -0.965
H -7.429 4.526 -1.508
H -6.333 2.402 -2.467
H -4.496 4.549 -3.605
H -5.255 3.113 -4.323

---

> Look up the net charge of the fifth one.

+1

---

> Number 9 is which compound?

C11H16ClO2PRe

---

> net charge of number 10 (C10H36F6O8P)?

-1

---

> Which of these has the highest net charge?

C11H16ClO2PRe